The following is a DFT calculation (ωB97M-V/def2-TZVPD) of a cluster of 6 separate species, C27H54ClFO15PS2 in total.

Geometry (Å):
C (-1.2674, 2.0791, 2.3182)
C (-1.5819, 3.3138, 1.2858)
O (-1.5171, 4.5797, 1.7849)
O (-1.8964, 3.2043, -0.1471)
C (-2.9922, 2.2590, -0.4115)
C (-2.4389, 0.7733, -0.9330)
C (-1.6700, 0.8314, -2.3796)
C (-0.2160, 1.5879, -2.3673)
C (0.7024, 1.3133, -1.0378)
S (2.1906, 2.4720, -0.8723)
P (2.1274, 4.0788, -2.2896)
O (0.7948, 5.1538, -1.9304)
Cl (3.9045, 5.2518, -1.8914)
S (3.9957, 1.4117, -1.3581)
O (4.6566, 2.1267, -2.5608)
O (4.9219, 1.5097, -0.0988)
F (3.6433, -0.2207, -1.8069)
H (-0.2500, 2.3446, 2.8835)
H (-1.0838, 1.0392, 1.8093)
H (-2.0887, 2.0017, 3.1567)
H (-3.7572, 2.1538, 0.4908)
H (-3.6475, 2.6764, -1.3178)
H (-3.3819, 0.0617, -1.0714)
H (-1.7780, 0.2398, -0.0964)
H (-2.3815, 1.4516, -3.1102)
H (-1.5931, -0.2452, -2.8779)
H (0.4009, 1.2697, -3.3380)
H (-0.4304, 2.7491, -2.4903)
H (1.1595, 0.2252, -1.1472)
H (0.1180, 1.4028, -0.0116)
H (0.2769, 5.2899, -2.7773)
O (5.4119, 5.9464, 3.9024)
C (6.1043, 5.1752, 3.2389)
O (5.6491, 3.9383, 2.9357)
C (6.3005, 3.0272, 2.0327)
C (7.3934, 2.2504, 2.7425)
C (7.4952, 5.5601, 2.8330)
H (6.6623, 3.5490, 1.1411)
H (5.5302, 2.3282, 1.6896)
H (8.1764, 2.9122, 3.1221)
H (7.8520, 1.5244, 2.0657)
H (6.9834, 1.7192, 3.6069)
H (8.1721, 5.3943, 3.6744)
H (7.4971, 6.6226, 2.5690)
H (7.8627, 5.0285, 1.9580)
O (2.9854, 2.3477, 5.2308)
C (3.9586, 2.5370, 5.9597)
O (4.4445, 1.5326, 6.7241)
C (5.6683, 1.5986, 7.4775)
C (5.4414, 2.2645, 8.8215)
C (4.5647, 3.9030, 6.0793)
H (6.4624, 2.0775, 6.8960)
H (5.9872, 0.5635, 7.6407)
H (5.1002, 3.2969, 8.7070)
H (6.3625, 2.2678, 9.4105)
H (4.6642, 1.7363, 9.3821)
H (3.9680, 4.4993, 6.7736)
H (4.5521, 4.3748, 5.0915)
H (5.6038, 3.8982, 6.4012)
O (-5.3314, 1.1801, -1.0532)
C (-6.1526, 0.3029, -1.3186)
O (-7.1831, 0.0560, -0.4781)
C (-8.2833, -0.8233, -0.7716)
C (-7.9237, -2.2635, -0.4585)
C (-5.9752, -0.5637, -2.5289)
H (-8.6313, -0.6876, -1.8005)
H (-9.1094, -0.5121, -0.1232)
H (-7.0866, -2.6116, -1.0695)
H (-8.7786, -2.9216, -0.6358)
H (-7.6128, -2.3602, 0.5862)
H (-5.2534, -1.3518, -2.3017)
H (-5.5911, 0.0565, -3.3452)
H (-6.8990, -1.0080, -2.8931)
O (-4.9087, -3.1553, -3.0119)
C (-4.5688, -4.3118, -2.7642)
O (-4.9776, -5.3281, -3.5575)
C (-4.5053, -6.6833, -3.4567)
C (-5.2741, -7.4469, -2.3950)
C (-3.7725, -4.6231, -1.5327)
H (-3.4226, -6.7114, -3.2984)
H (-4.6863, -7.1472, -4.4323)
H (-5.1396, -7.0050, -1.4042)
H (-4.9461, -8.4892, -2.3564)
H (-6.3470, -7.4208, -2.6086)
H (-4.4460, -4.6702, -0.6738)
H (-3.0440, -3.8203, -1.3797)
H (-3.1995, -5.5454, -1.5989)
O (-1.4320, -2.2943, -3.1235)
C (-0.7396, -3.0655, -3.7870)
O (-1.1948, -4.3024, -4.0903)
C (-0.5434, -5.2135, -4.9932)
C (0.5495, -5.9903, -4.2835)
C (0.6513, -2.6806, -4.1930)
H (-0.1816, -4.6917, -5.8849)
H (-1.3137, -5.9125, -5.3364)
H (1.3325, -5.3285, -3.9039)
H (1.0081, -6.7163, -4.9603)
H (0.1395, -6.5215, -3.4191)
H (1.3281, -2.8464, -3.3516)
H (0.6531, -1.6181, -4.4570)
H (1.0188, -3.2122, -5.0680)

## Properties
- Charge: +1
- LUMO level: -0.2468 Ha

***

The following is a DFT calculation (ωB97M-V/def2-TZVPD) of a structure of composition C21H33Cl2N4O3RuS.

Geometry (Å):
O (-0.5235, 2.4137, -3.4355)
C (-0.5993, 1.6485, -4.3747)
C (-0.1454, 1.9461, -5.7558)
C (1.0684, 2.6217, -5.9320)
H (1.7890, 2.6407, -5.1120)
C (1.3001, 3.2833, -7.1394)
H (2.2180, 3.8662, -7.2634)
C (0.3451, 3.2167, -8.1730)
H (0.4932, 3.8002, -9.0872)
C (-0.7540, 2.3412, -8.0700)
H (-1.4292, 2.1915, -8.9240)
C (-0.9703, 1.6737, -6.8595)
H (-1.7806, 0.9541, -6.7350)
H (-1.0478, 0.6474, -4.2586)
C (-2.0194, 2.1360, -0.8865)
C (-1.8576, 0.8048, -0.2368)
H (-2.6217, 2.7878, -0.2297)
H (-2.5132, 2.0137, -1.8661)
H (-1.0254, 2.5873, -1.0200)
C (-2.7636, 0.1808, 0.5591)
C (-3.6872, 0.8789, 1.5127)
H (-2.8298, -0.9044, 0.5051)
H (-4.2923, 1.6472, 1.0131)
H (-3.1353, 1.3792, 2.3234)
H (-4.3769, 0.1470, 1.9520)
Ru (-0.0730, -0.0376, -0.2510)
Cl (1.1286, 1.9428, -0.3355)
Cl (-0.4704, -0.6649, -2.4567)
H (3.9014, 0.2641, -3.4732)
H (5.4814, 1.0343, -1.8960)
C (3.0637, 0.2647, -2.7631)
C (4.7236, 1.0848, -1.1047)
N (3.6286, 0.1737, -1.4199)
H (2.3895, -0.5805, -2.9404)
C (3.0213, -0.5157, -0.4442)
O (1.9231, -1.1180, -0.5701)
H (5.1654, 0.7950, -0.1437)
H (3.5589, -0.5161, 0.5225)
H (2.5104, 1.2088, -2.8793)
H (4.3701, 2.1253, -1.0419)
H (-1.2764, -5.6390, 1.1398)
H (-0.3219, -6.3750, -1.0435)
C (-1.7871, -4.8101, 0.6316)
C (-0.8141, -5.5282, -1.5400)
N (-1.0571, -4.4587, -0.5834)
H (-1.8767, -3.9489, 1.3011)
C (-0.5615, -3.2287, -0.7928)
O (-0.6847, -2.3056, 0.0532)
H (-0.1740, -5.1330, -2.3369)
H (-0.0407, -3.0842, -1.7617)
H (-2.7845, -5.1909, 0.3747)
H (-1.7567, -5.8951, -1.9690)
C (-0.5519, -0.7340, 4.9630)
N (-0.5566, 0.5837, 4.3418)
C (-0.9083, 1.7779, 4.9547)
C (-0.7765, 2.7595, 4.0268)
N (-0.3911, 2.1446, 2.8454)
C (-0.2505, 0.8041, 3.0370)
S (0.2740, -0.4310, 1.9895)
H (-1.1928, -1.4272, 4.4090)
H (0.4534, -1.1618, 5.0056)
H (-0.9281, -0.6070, 5.9770)
H (-1.2006, 1.8106, 5.9903)
H (-0.9157, 3.8218, 4.0918)
H (-0.1981, 2.6131, 1.9567)

## Properties
- Energy relative to the best compared isomer or geometry (same formula, charge and spin): 0.000 eV
- LUMO level (spin up / spin down): 0.0212 / 0.0046 Ha
- Multiplicity: 6

***

The following is a DFT calculation (ωB97M-V/def2-TZVPD) of a cluster of 5 separate species, C31H49F2NO8SSi in total.

Geometry (Å):
C (3.1377, -1.7227, 3.4108)
C (4.2812, -1.7662, 2.4184)
O (5.0393, -0.8243, 2.3320)
O (4.4928, -2.8691, 1.6226)
C (3.5697, -2.9550, 0.5373)
C (3.5356, -1.6881, -0.3443)
C (2.1870, -0.9562, -0.1709)
C (2.2695, 0.5294, 0.0403)
C (3.3368, 1.3118, -0.0600)
C (3.1547, 2.7677, 0.2420)
O (3.6981, 3.6594, -0.3723)
C (2.1698, 3.0312, 1.3787)
N (2.4703, 4.0931, 2.2942)
C (3.4112, 3.7654, 3.0138)
S (4.5209, 3.2008, 3.9334)
C (1.1038, 2.2502, 1.4841)
C (0.0790, 2.3908, 2.5934)
F (0.8127, 2.3932, 3.7696)
F (-0.5573, 3.5718, 2.5634)
C (-0.8740, 1.2015, 2.7079)
C (-2.2940, 1.4588, 2.1502)
Si (-3.0225, -0.0090, 1.1780)
C (-3.0167, 0.4259, -0.6735)
C (-4.8724, -0.0895, 1.6585)
C (-2.1112, -1.6190, 1.5579)
C (-1.2701, -2.1440, 0.6107)
C (-0.5610, -3.2907, 0.8458)
C (-0.6797, -3.9269, 2.0530)
C (-1.5225, -3.4053, 2.9922)
C (-2.2409, -2.2712, 2.7704)
C (0.9698, 1.2007, 0.4112)
O (-0.0765, 0.9343, -0.1390)
H (3.5072, -1.1624, 4.2673)
H (2.8222, -2.7037, 3.7608)
H (2.3144, -1.1313, 3.0091)
H (2.5698, -3.2744, 0.8525)
H (3.9316, -3.7675, -0.0925)
H (4.4091, -1.0863, -0.1073)
H (3.5979, -2.0020, -1.3929)
H (1.4847, -1.1757, -0.9782)
H (1.7024, -1.3622, 0.7253)
H (4.3024, 0.9205, -0.3499)
H (-0.9884, 1.0521, 3.7821)
H (-0.4134, 0.2913, 2.3266)
H (-2.3721, 2.3432, 1.5172)
H (-2.9635, 1.6318, 2.9949)
H (-2.9883, 1.5122, -0.7723)
H (-2.1655, 0.0120, -1.2122)
H (-3.9338, 0.0513, -1.1310)
H (-5.0857, -0.8834, 2.3760)
H (-5.1446, 0.8670, 2.1154)
H (-5.5206, -0.1825, 0.7707)
H (-1.1328, -1.6879, -0.3606)
H (0.1081, -3.6819, 0.0904)
H (-0.0912, -4.8187, 2.2164)
H (-1.5962, -3.9180, 3.9447)
H (-2.8846, -1.8674, 3.5399)
C (1.5833, 8.3324, 3.2403)
C (0.3194, 7.5485, 2.9352)
O (0.3367, 7.0791, 1.5917)
H (1.6786, 9.1790, 2.5595)
H (1.5777, 8.7050, 4.2664)
H (2.4677, 7.7055, 3.1022)
H (-0.5594, 8.1807, 3.0560)
H (0.2203, 6.6920, 3.6111)
H (1.1106, 6.5129, 1.4964)
C (3.6683, -1.3274, -5.7548)
C (2.5313, -2.1110, -5.1274)
O (2.6875, -2.1824, -3.7084)
H (4.6259, -1.7923, -5.5182)
H (3.5594, -1.2784, -6.8391)
H (3.6981, -0.3083, -5.3616)
H (2.5165, -3.1323, -5.5043)
H (1.5666, -1.6460, -5.3543)
H (2.6906, -1.2816, -3.3693)
C (-6.0170, 1.3652, -3.3447)
C (-7.1484, 0.5486, -2.7519)
O (-7.0466, 0.5257, -1.3304)
H (-5.0571, 0.9430, -3.0468)
H (-6.0693, 1.3873, -4.4346)
H (-6.0484, 2.3930, -2.9747)
H (-7.1021, -0.4819, -3.1010)
H (-8.1207, 0.9648, -3.0360)
H (-7.0967, 1.4347, -1.0202)
C (0.5450, -5.4312, -4.4417)
C (-0.7981, -5.0116, -3.8756)
O (-0.8593, -5.2513, -2.4726)
H (0.7262, -6.4895, -4.2501)
H (0.5873, -5.2561, -5.5185)
H (1.3548, -4.8727, -3.9645)
H (-1.6042, -5.5811, -4.3356)
H (-0.9788, -3.9472, -4.0622)
H (-0.1560, -4.7401, -2.0624)

## Properties
- SMILES: CC(=O)OCCCC1=CC(=O)C(N=C=S)=C(C(F)(F)CC[Si](C)(C)c2ccccc2)C1=O.CCO.CCO.CCO.CCO
- Energy relative to the best compared isomer or geometry (same formula, charge and spin): 0.000 eV
- LUMO level: -0.0433 Ha

***

The following is a DFT calculation (ωB97M-V/def2-TZVPD) of the molecule C19H17ClN2O2S.

Geometry (Å):
C (2.8566, -2.2382, 1.5804)
C (1.7160, -2.9860, 0.9050)
O (0.8749, -2.0945, 0.1751)
C (-0.1067, -1.4879, 0.8603)
O (-0.3491, -1.7204, 2.0250)
C (-0.9055, -0.5771, 0.0397)
C (-0.5994, -0.1758, -1.2172)
C (0.6936, -0.3684, -1.8914)
C (1.8615, 0.1142, -1.3071)
C (3.0716, -0.0316, -1.9573)
C (3.1286, -0.6575, -3.1927)
C (1.9686, -1.1296, -3.7822)
C (0.7525, -0.9780, -3.1401)
N (-1.5459, 0.4958, -1.9567)
C (-2.8717, 0.5296, -1.6164)
S (-3.9919, 1.0465, -2.7072)
N (-3.1868, 0.0812, -0.3913)
C (-2.2040, -0.0924, 0.6599)
C (-1.9358, 1.1875, 1.4357)
C (-2.1063, 2.4411, 0.8634)
C (-1.8228, 3.5894, 1.5818)
C (-1.3582, 3.4820, 2.8816)
Cl (-1.0017, 4.9136, 3.7828)
C (-1.1776, 2.2387, 3.4674)
C (-1.4697, 1.0989, 2.7429)
H (2.4591, -1.5419, 2.3149)
H (3.4299, -1.6851, 0.8403)
H (3.5097, -2.9455, 2.0834)
H (2.0936, -3.6903, 0.1609)
H (1.1136, -3.5146, 1.6512)
H (1.8076, 0.6056, -0.3470)
H (3.9749, 0.3465, -1.5018)
H (4.0768, -0.7748, -3.6956)
H (2.0094, -1.6163, -4.7451)
H (-0.1511, -1.3580, -3.5953)
H (-1.3155, 0.8005, -2.8927)
H (-4.1571, 0.1543, -0.1252)
H (-2.5684, -0.8548, 1.3574)
H (-2.4736, 2.5409, -0.1470)
H (-1.9629, 4.5607, 1.1344)
H (-0.8161, 2.1659, 4.4810)
H (-1.3208, 0.1260, 3.1850)

## Properties
- SMILES: CCOC(=O)C1=C(c2ccccc2)NC(=S)N[C@@H]1c1ccc(Cl)cc1
- LUMO level: -0.0039 Ha

***

The following is a DFT calculation (ωB97M-V/def2-TZVPD) of the molecule C3H3ClN2O.

Geometry (Å):
H (-3.0158, -1.4409, -0.3239)
N (-2.7913, -0.5101, -0.0826)
C (-1.5362, -0.1658, 0.0164)
N (-0.4359, -0.9055, 0.0365)
C (0.6959, 0.0286, 0.0630)
Cl (2.2832, -0.2889, -0.0592)
C (0.2047, 1.2749, -0.0094)
O (-1.2311, 1.1239, 0.0251)
H (-0.2343, -1.8312, 0.8081)
H (0.6885, 2.2760, 0.2246)

## Properties
- SMILES: [H]/N=c1\[nH]c(Cl)co1
- Energy relative to the best compared isomer or geometry (same formula, charge and spin): 2.231 eV
- LUMO level: 0.0116 Ha